Run one
The following is a DFT calculation (ωB97M-V/def2-TZVPD) of an isolated molecule of C7H7NO3.

Properties
SMILES: Nc1ccc(C(=O)O)cc1O
Frontier orbital gap (Eh): 0.31058

```
! RIJCOSX wB97M-V def2-TZVPD def2/J DEFGRID3
* xyz 0 1
N 2.9203 -0.5995 -0.0720
C 1.5622 -0.4780 -0.0292
C 0.7700 -1.5687 0.0481
C -0.5852 -1.4594 0.0137
C -1.1899 -0.1862 -0.0009
C -2.7161 -0.0363 -0.0441
O -3.5520 -0.8703 0.1698
O -3.0582 1.3299 -0.1777
C -0.4078 0.9950 0.0214
C 0.9390 0.8458 0.0357
O 1.8507 1.9305 0.0297
H 3.5410 -1.3534 -0.4872
H 3.5654 0.3558 0.2426
H 1.2373 -2.5257 -0.1310
H -1.2298 -2.2884 -0.0076
H -3.9964 1.2514 -0.3130
H -0.8336 1.9585 0.1572
H 1.1830 2.6989 0.5446
*
```



Run two
The following is a DFT calculation (ωB97M-V/def2-TZVPD) of an isolated molecule of C7H7NO3.

Properties
Frontier orbital gap (spin up / spin down) (Eh): 0.23657 / 0.23550

```
! RIJCOSX wB97M-V def2-TZVPD def2/J DEFGRID3
* xyz 0 1
C 0.9192 -1.2185 0.7109
C 1.9201 -0.6120 -0.0394
C -0.3632 -1.4899 0.7276
C 1.0918 0.9439 -1.7892
C -1.9022 0.2954 0.3811
C -1.9152 0.1515 1.8101
C -1.6682 -1.1176 0.9514
N 1.6960 1.7388 -2.7313
O 1.2198 2.8288 -2.8454
O 2.4800 1.2705 -3.5337
O 2.0067 0.2009 -1.1092
H 1.5205 -1.8435 1.5356
H 2.9402 -1.0825 0.2333
H -2.7809 0.6890 -0.1375
H -0.9947 0.6643 -0.1120
H -1.0660 0.3554 2.4782
H -2.7893 0.1381 2.2965
H -2.3147 -1.9125 1.1728
*
```



Least stable of them? run two.



Run one
The following is a DFT calculation (ωB97M-V/def2-TZVPD) of a cluster of 8 separate species, C36H96N8O10 in total.

Properties
SMILES: COC[C@H](C)N.COC[C@H](C)N.COC[C@H](C)N.COC[C@H](C)N.COC[C@H](C)N.COC[C@H](C)N.COCCNCCOC.COCCNCCOC
Frontier orbital gap (Eh): 0.33389

```
! RIJCOSX wB97M-V def2-TZVPD def2/J DEFGRID3
* xyz 0 1
C -10.4190 -7.7433 5.0677
O -11.6797 -7.1098 5.0200
C -12.4596 -7.4375 3.8826
C -13.7451 -6.6280 3.8987
C -14.5592 -6.9661 5.1423
N -14.5323 -6.9527 2.7044
H -10.5211 -8.8023 5.3200
H -9.9013 -7.2590 5.8981
H -9.8004 -7.5865 4.1802
H -11.9369 -7.2360 2.9416
H -12.7023 -8.5007 3.9674
H -13.4795 -5.5645 3.8599
H -14.8594 -8.0084 5.2558
H -15.5433 -6.4766 5.1486
H -14.0964 -6.5845 6.0538
H -15.3204 -6.3094 2.6933
H -14.0351 -6.6908 1.8554
C -10.2864 -2.4202 1.5068
O -9.8396 -1.2297 0.8929
C -8.4310 -1.1292 0.8870
C -7.8699 0.0728 0.1641
C -8.1329 0.0415 -1.3465
N -6.4397 0.2158 0.3340
H -9.8076 -3.3199 1.1098
H -11.3364 -2.4898 1.2247
H -10.1830 -2.3778 2.5932
H -8.1609 -1.0332 1.9528
H -7.9797 -2.0688 0.5412
H -8.3792 0.9565 0.5797
H -9.2044 -0.1031 -1.5059
H -7.5566 -0.6906 -1.9103
H -7.9089 1.0175 -1.7858
H -6.0199 0.7199 -0.4308
H -6.1243 0.6708 1.1814
C -13.0356 -2.0848 11.6419
O -12.8101 -3.4747 11.6109
C -12.7634 -4.0976 10.3686
C -12.8394 -5.5996 10.5640
C -11.5203 -6.1729 11.0854
N -13.1423 -6.2534 9.2848
H -12.2746 -1.5175 11.0987
H -13.0789 -1.8036 12.6907
H -14.0257 -1.9086 11.1962
H -13.5802 -3.7491 9.7103
H -11.8423 -3.8164 9.8326
H -13.6477 -5.8471 11.2615
H -10.7200 -5.7907 10.4455
H -11.5549 -7.2532 10.9408
H -11.2617 -5.8913 12.1029
H -13.3589 -7.2387 9.4055
H -14.0198 -5.9143 8.8929
C -7.0588 -3.5349 12.3255
O -7.4754 -4.2098 11.1594
C -6.5431 -4.0868 10.1074
C -7.2320 -4.3821 8.7714
C -8.0826 -5.6273 8.7916
N -6.1567 -4.4757 7.7887
H -7.8202 -3.4982 13.0981
H -6.6805 -2.5275 12.1266
H -6.1972 -4.0785 12.7345
H -6.1595 -3.0576 10.0851
H -5.7013 -4.7771 10.2323
H -7.8530 -3.5292 8.4665
H -7.5915 -6.5408 9.1216
H -8.5553 -5.7646 7.8111
H -8.9722 -5.4661 9.4072
H -5.6358 -3.6038 7.7565
H -6.4874 -4.6100 6.8372
C -9.2418 -1.9162 10.5330
O -10.0424 -0.7665 10.6146
C -10.5640 -0.3662 9.3604
C -9.5813 -0.1525 8.1898
C -8.4517 0.8013 8.5377
N -10.3844 0.3474 7.0636
H -9.1053 -2.2722 11.5562
H -8.2423 -1.7126 10.1373
H -9.6643 -2.7589 9.9698
H -11.2776 -1.1372 9.0348
H -11.1246 0.5573 9.5048
H -9.1288 -1.1195 7.9284
H -7.8625 0.3949 9.3609
H -8.8088 1.8051 8.7720
H -7.7710 0.9271 7.6898
H -11.0773 -0.3843 6.8970
H -9.7817 0.2570 6.2474
C -13.4205 -1.1120 5.9130
O -12.2488 -1.8349 6.1903
C -12.3895 -3.2132 6.4318
C -11.0424 -3.7339 6.8976
C -9.9762 -3.6372 5.8037
N -11.0805 -5.1852 7.1862
H -13.1948 -0.0447 5.9292
H -14.0959 -1.2099 6.7767
H -13.9259 -1.3872 4.9853
H -13.1172 -3.3341 7.2541
H -12.8138 -3.8220 5.6213
H -10.7059 -3.2531 7.8188
H -9.0288 -4.0684 6.1275
H -9.6674 -2.5904 5.6447
H -10.2734 -3.9894 4.8150
H -11.8464 -5.4045 7.8418
H -11.4296 -5.6618 6.3482
C -20.3056 -2.5084 4.8274
O -19.3445 -1.4739 4.7747
C -18.4483 -1.4592 5.8833
C -17.5853 -0.2066 5.7199
N -18.2877 1.0590 5.6908
C -17.3755 2.1499 6.0382
C -18.1099 3.4632 6.0272
O -17.2479 4.5269 6.4031
C -17.8448 5.6797 6.9436
H -20.6756 -2.7201 3.8279
H -21.1044 -2.2755 5.5382
H -19.7826 -3.4031 5.1966
H -17.8694 -2.3853 5.8944
H -19.0434 -1.3762 6.7981
H -16.9862 -0.3771 4.8162
H -16.8918 -0.3089 6.5596
H -18.7079 1.1542 4.7750
H -16.4698 2.2258 5.4253
H -17.0760 1.9162 7.0623
H -18.9944 3.4882 6.6729
H -18.4369 3.7242 5.0074
H -18.4039 5.5401 7.8711
H -18.4617 6.2235 6.2203
H -16.9758 6.3107 7.1324
C -8.9335 0.8120 4.0466
O -8.1160 -0.1555 4.6877
C -6.7493 0.2500 4.7425
C -5.9401 -0.7231 5.5628
N -5.4881 -1.9045 4.8048
C -6.6037 -2.5931 4.1277
C -6.2438 -4.0178 3.7583
O -6.4069 -4.8355 4.8946
C -6.2264 -6.2287 4.7643
H -8.3824 1.0089 3.1197
H -9.1792 1.7513 4.5460
H -9.8757 0.3604 3.7379
H -6.7701 1.2133 5.2656
H -6.3573 0.3185 3.7204
H -6.4979 -1.0637 6.4473
H -5.0503 -0.2193 5.9475
H -5.1085 -2.5936 5.4470
H -6.8320 -2.0389 3.2192
H -7.4807 -2.6680 4.7773
H -5.2058 -4.0621 3.4044
H -6.8990 -4.3623 2.9500
H -6.6314 -6.6160 3.8234
H -6.8214 -6.6755 5.5638
H -5.1652 -6.4530 4.9066
*
```



Run two
The following is a DFT calculation (ωB97M-V/def2-TZVPD) of a cluster of 8 separate species, C36H96N8O10 in total.

Properties
SMILES: COC[C@H](C)N.COC[C@H](C)N.COC[C@H](C)N.COC[C@H](C)N.COC[C@H](C)N.COC[C@H](C)N.COCCNCCOC.COCCNCCOC
Frontier orbital gap (Eh): 0.33596

```
! RIJCOSX wB97M-V def2-TZVPD def2/J DEFGRID3
* xyz 0 1
C -10.9913 -5.6090 16.8471
O -9.5746 -5.6333 16.7707
C -8.9473 -6.5575 17.6739
C -7.5134 -6.7925 17.1114
C -7.5898 -7.5268 15.8121
N -6.6642 -7.5136 18.0177
H -11.4127 -6.3278 16.1444
H -11.3504 -4.6597 16.4498
H -11.3246 -5.7387 17.8767
H -8.8463 -6.0275 18.6210
H -9.4704 -7.5080 17.7788
H -7.0581 -5.8200 16.9244
H -8.2542 -7.0476 15.0930
H -7.8959 -8.5612 15.9684
H -6.5812 -7.5719 15.4011
H -6.4146 -6.9288 18.8025
H -5.7944 -7.5568 17.5062
C -15.6291 2.5973 17.7463
O -16.1502 3.7471 18.4938
C -15.2007 4.1988 19.4382
C -15.0206 3.2840 20.6459
C -16.3368 3.2436 21.5241
N -13.9596 3.7854 21.5264
H -15.1420 1.8233 18.3395
H -14.9382 2.9039 16.9610
H -16.4568 2.0182 17.3369
H -14.2089 4.2753 18.9925
H -15.4322 5.1875 19.8346
H -14.8020 2.2374 20.4342
H -16.0532 2.6230 22.3741
H -17.2746 2.8554 21.1268
H -16.5466 4.2679 21.8320
H -14.0682 3.1582 22.3106
H -14.3625 4.6572 21.8392
C -21.7089 -2.5022 19.8466
O -23.0478 -3.0046 19.7816
C -23.5831 -3.5612 20.9767
C -22.9309 -5.0193 21.1585
C -23.2597 -5.9698 19.9884
N -23.3611 -5.7011 22.3678
H -21.6289 -1.9443 18.9137
H -20.9216 -3.2559 19.8353
H -21.5960 -1.8599 20.7200
H -23.5607 -2.8719 21.8208
H -24.6621 -3.5850 20.8241
H -21.8472 -4.9094 21.1976
H -24.2817 -6.3457 19.9409
H -22.5204 -6.7698 19.9497
H -23.1179 -5.4891 19.0205
H -24.3689 -5.6345 22.3623
H -23.1368 -5.0065 23.0659
C -24.1670 3.8896 22.5652
O -24.4522 5.2360 22.1479
C -23.8558 5.6575 20.9253
C -24.3616 4.8738 19.7313
C -23.5875 5.2514 18.4686
N -25.7800 5.1189 19.4223
H -24.5759 3.1365 21.8916
H -24.6208 3.6096 23.5159
H -23.0796 3.8240 22.6027
H -24.1145 6.6981 20.7295
H -22.7674 5.6890 20.8751
H -24.2838 3.8117 19.9635
H -22.5630 4.8799 18.4879
H -23.4548 6.3305 18.3917
H -24.0994 4.8528 17.5927
H -26.1456 5.2235 20.3580
H -26.0265 6.0479 19.1119
C -15.9440 -0.7704 10.5400
O -15.8938 0.6178 10.2694
C -14.9445 1.1397 9.3289
C -13.5075 0.6524 9.3473
C -12.7191 1.1412 10.5340
N -12.7847 0.9289 8.1298
H -16.6559 -0.9847 11.3371
H -14.9907 -0.9052 11.0509
H -15.9891 -1.3292 9.6053
H -15.3506 0.8800 8.3513
H -15.0296 2.2229 9.2413
H -13.5376 -0.4363 9.3916
H -12.6722 2.2301 10.5457
H -11.7325 0.6898 10.4290
H -13.0945 0.6927 11.4538
H -12.9008 1.9014 7.8830
H -13.3510 0.4960 7.4142
C -14.6987 8.9264 12.9063
O -14.7183 10.2421 12.3269
C -13.8260 10.2991 11.2101
C -13.4871 11.6368 10.5313
C -12.9564 12.7101 11.5080
N -14.7218 12.1808 9.9907
H -15.3971 8.8252 13.7371
H -13.7127 8.6562 13.2846
H -15.0370 8.1770 12.1908
H -12.8472 9.9334 11.5203
H -14.2879 9.6615 10.4562
H -12.6607 11.4547 9.8442
H -13.7349 12.8670 12.2546
H -12.7349 13.6317 10.9696
H -12.0307 12.4146 12.0018
H -14.6887 13.0842 9.5402
H -15.2589 12.3722 10.8244
C -8.2084 -0.1502 18.1092
O -9.0225 0.8454 18.6767
C -9.0048 0.8502 20.0895
C -9.6405 -0.4077 20.7058
N -10.0537 -0.2605 22.0860
C -10.7505 -1.4717 22.4430
C -10.8978 -1.6179 23.9382
O -11.5662 -0.4792 24.4784
C -12.0588 -0.5736 25.8062
H -8.4394 -1.1812 18.3773
H -7.1366 -0.0323 18.2685
H -8.3956 -0.0661 17.0387
H -9.6012 1.7099 20.3949
H -8.0174 0.9966 20.5272
H -8.8913 -1.1994 20.7008
H -10.4828 -0.7468 20.1028
H -10.5643 0.6001 22.2234
H -10.1881 -2.3854 22.2503
H -11.7037 -1.6053 21.9315
H -9.8900 -1.6129 24.3536
H -11.4011 -2.5521 24.1873
H -12.6550 0.2977 26.0771
H -11.1964 -0.4895 26.4676
H -12.6268 -1.4967 25.9222
C -10.9897 9.0351 19.1362
O -11.9366 9.3689 20.1720
C -12.4140 10.7072 20.2988
C -13.3354 10.8350 21.5292
N -12.8046 10.2557 22.7572
C -13.6134 10.3750 23.9327
C -12.9988 9.5245 25.0437
O -13.1354 8.1360 24.7449
C -12.4606 7.2458 25.6100
H -11.2088 9.4538 18.1540
H -10.9184 7.9567 18.9951
H -9.9876 9.3213 19.4556
H -12.8471 11.0270 19.3510
H -11.4718 11.2479 20.3890
H -14.3554 10.5142 21.3172
H -13.5179 11.8912 21.7273
H -12.7248 9.2604 22.6056
H -14.6385 10.0572 23.7424
H -13.7387 11.3958 24.2940
H -13.5346 9.7302 25.9704
H -11.9511 9.7943 25.1768
H -12.8854 7.0891 26.6015
H -11.4465 7.5878 25.8170
H -12.2956 6.2401 25.2236
*
```



Least stable of them? run two.



Run one
The following is a DFT calculation (ωB97M-V/def2-TZVPD) of an isolated molecule of C4H8O.

Properties
SMILES: CCCC=O
Frontier orbital gap (Eh): 0.40072

```
! RIJCOSX wB97M-V def2-TZVPD def2/J DEFGRID3
* xyz 0 1
C -1.7793 0.0963 0.2787
C -0.4700 -0.1022 -0.4791
C 0.7544 0.0836 0.4094
C 2.0601 -0.1072 -0.3213
O 2.1553 -0.5676 -1.4342
H -1.8333 1.0962 0.7259
H -1.8869 -0.6353 1.0884
H -2.6404 -0.0169 -0.3879
H -0.4357 -1.1002 -0.9292
H -0.4079 0.6044 -1.3154
H 0.7656 1.0771 0.8809
H 0.7474 -0.6318 1.2474
H 2.9705 0.2035 0.2364
*
```



Run two
The following is a DFT calculation (ωB97M-V/def2-TZVPD) of an isolated molecule of C4H8O.

Properties
Frontier orbital gap (Eh): 0.34260

```
! RIJCOSX wB97M-V def2-TZVPD def2/J DEFGRID3
* xyz 0 1
C 0.8387 -0.8244 -1.0301
C 0.2463 -0.0967 0.1585
O 0.7042 1.2934 0.0638
C 0.6327 2.1072 1.0686
C -1.2703 -0.1078 0.1730
H 0.4951 -1.8625 -1.0412
H 1.9314 -0.8203 -0.9949
H 0.5186 -0.3439 -1.9597
H 0.6447 -0.4933 1.1002
H 0.2149 1.5042 1.9343
H -1.6663 0.3274 -0.7507
H -1.6213 -1.1405 0.2557
H -1.6690 0.4572 1.0227
*
```



Run three
The following is a DFT calculation (ωB97M-V/def2-TZVPD) of a structure of composition C4H8O.

Properties
Frontier orbital gap (Eh): 0.39795

```
! RIJCOSX wB97M-V def2-TZVPD def2/J DEFGRID3
* xyz 0 1
C -0.5409 1.3321 0.9669
C -0.0226 0.5586 -0.2279
C 0.9102 -0.6453 -0.0173
C -0.1107 -1.3662 -0.8978
O -1.0695 -0.3188 -0.7225
H -0.9387 2.3116 0.6842
H -1.3596 0.7234 1.3572
H 0.2046 1.4597 1.7586
H 0.3493 1.2123 -1.0346
H 1.9302 -0.5894 -0.4055
H 0.9211 -0.9793 1.0250
H -0.4689 -2.3527 -0.5855
H 0.2065 -1.3992 -1.9468
*
```



Least stable of them? run two.